1.
ORCA calculation (ωB97M-V with the def2-TZVPD basis set) on a single C2H6OS2 molecule at a distorted geometry.

Summary:
total energy	-951.3617	a.u.
net charge	0
HOMO level	-9.4	eV
multiplicity	1
frontier orbital gap	9.90	eV
M	110.203	Da

Last column: Mulliken charge in e.
Atoms and positions in Å:
C (-0.1863, -0.0061, 0.8722)  -1.25
C (0.0013, 0.2508, -0.5757)  0.44
O (-1.2905, 0.4049, -1.1084)  -0.46
S (0.9263, -1.2470, -1.4523)  -0.21
S (0.9457, 1.7588, -0.6752)  -0.17
H (0.8373, 0.0766, 1.4931)  0.34
H (-0.9195, 0.8717, 1.1564)  0.37
H (-0.7063, -1.0232, 1.0120)  0.28
H (-1.3817, -0.0392, -1.8879)  0.32
H (1.6253, -1.3731, -0.2827)  0.17
H (1.6844, 1.0971, -1.5383)  0.17

***

2.
ORCA calculation (ωB97M-V with the def2-TZVPD basis set) on 2 unconnected molecules or ions with the total composition C2H6S2 at a distorted geometry.

Summary:
total energy	-876.0165	a.u.
net charge	0
HOMO level (spin up / spin down)	-8.3 / -8.5	eV
multiplicity	1
frontier orbital gap (spin up / spin down)	5.23 / 5.37	eV
M	94.204	Da

Last column: Mulliken charge in e.
Atoms and positions in Å:
C (-2.5963, -0.4988, -0.2669)  -0.74
C (2.5562, 0.5860, 0.2733)  -0.60
S (-1.4326, 0.4539, 0.6484)  -0.12
S (1.6114, -0.8197, -0.3144)  -0.11
H (-2.6862, -0.2166, -1.3644)  0.26
H (-3.4355, -0.7507, 0.2496)  0.37
H (-2.0274, -1.3958, -0.2300)  0.24
H (3.0370, 0.4842, 1.2978)  0.26
H (1.7577, 1.3165, 0.3392)  0.19
H (3.2158, 0.8411, -0.6326)  0.27

***

3.
ORCA calculation (ωB97M-V with the def2-TZVPD basis set) on 2 unconnected molecules or ions with the total composition C2H6S2 at a distorted geometry.

Summary:
total energy	-876.1150	a.u.
net charge	0
HOMO level	-9.1	eV
multiplicity	1
frontier orbital gap	9.47	eV
M	94.204	Da

Last column: Mulliken charge in e.
Atoms and positions in Å:
C (2.5704, 2.1630, 1.2117)  -0.50
C (1.4364, 2.8481, 1.1667)  -0.43
H (3.3820, 2.3175, 0.5142)  0.24
H (2.8799, 1.6574, 2.1164)  0.23
H (0.9455, 3.1807, 0.2629)  0.26
H (0.8679, 3.0303, 2.0687)  0.21
S (-1.5807, -1.9607, -0.4361)  -0.20
S (-0.2143, -0.3894, -0.7636)  -0.15
H (-2.6154, -1.1245, -0.3157)  0.17
H (0.5215, -0.6824, 0.3169)  0.18

***

These records have ΔE to the lowest compared entry with this formula, charge and spin values of 79.77; 404.35; 145.76 kJ/mol, in the order they appear.